DFT (ωB97M-V with the def2-TZVPD basis set) results for a molecular structure, C41H47N8O2RhS3.

The multiplicity is 1. The total charge is +2. The value obtained for the electronic energy is -94801.3175 eV. For the relative energy (zero: lowest compared OMol25 entry of this formula, charge and spin), the calculation gives 0.00 kcal per mole. The calculation puts the HOMO energy at -13.2243 eV.

XYZ file:
```
102
Properties=species:S:1:pos:R:3:forces:R:3
C -3.0355 0.3608 1.8591 -0.0242 0.0494 0.0030
H 3.7820 -2.9639 -2.0445 -0.0068 -0.0118 0.0015
H -4.1614 -2.9474 -4.1355 -0.0006 0.0040 0.0010
H 4.3725 3.1258 0.1927 0.0021 0.0019 -0.0143
C -4.2883 -2.2864 -4.9946 0.0014 -0.0067 0.0041
H -5.5935 0.1736 -2.2463 0.0092 0.0221 0.0260
C -1.3060 0.4744 -2.2478 0.0823 -0.0942 -0.0572
H 2.6632 1.9060 3.9637 -0.0040 0.0008 0.0030
C 3.3792 1.9711 -1.2910 -0.0619 -0.0601 -0.0658
H -1.1540 2.3376 7.5980 -0.0005 -0.0017 -0.0003
N 0.0680 -1.1528 3.2221 -0.0074 0.0121 -0.0188
N -1.8928 -0.0195 2.6982 -0.0016 -0.0492 0.0778
H -1.0108 -3.8523 -2.6218 0.0137 -0.0170 0.0180
C 4.6063 -2.4391 -1.5747 0.0220 -0.0698 0.0148
H -1.4526 -0.5825 -2.0731 -0.0398 0.0167 0.0282
C 5.5633 -1.3756 0.3465 -0.0284 0.0563 -0.0160
H 3.5181 -0.6321 2.5311 -0.0017 -0.0024 0.0121
C -0.3802 0.9503 6.1625 0.0050 0.0070 0.0122
C 3.8914 0.8379 -3.3850 0.0343 -0.0222 -0.0134
C 2.0290 1.8849 3.0917 0.0346 -0.0280 -0.0009
H -1.1841 -2.6473 -1.3449 -0.0487 0.0084 -0.0091
Rh 1.0577 -0.0374 -0.4033 0.0345 -0.1320 -0.2930
C 2.8814 0.2846 -2.6772 0.0444 -0.1068 0.0793
H -3.6575 -1.0264 6.7270 0.0029 0.0022 0.0001
H -1.9377 2.7543 2.8981 -0.0336 -0.0036 -0.0048
O -2.7400 0.4926 -5.2868 0.0119 -0.0158 0.0292
H -5.8902 -1.1143 -4.1278 0.0026 -0.0041 0.0008
C 3.3614 2.9716 -0.1840 0.0425 -0.0068 -0.0016
H -3.1860 -0.4195 1.1180 0.0359 0.0019 -0.0461
C 2.2527 -1.6716 -4.1233 0.0003 0.0262 -0.0277
H -0.3162 2.8056 0.9556 0.0952 -0.0136 0.0555
H -1.9678 1.7113 0.5939 -0.1354 -0.0475 -0.0104
H -1.9747 0.1863 3.6886 0.0246 0.0434 0.0197
N -4.0941 -0.2213 -3.6171 0.0481 -0.0940 -0.0135
H 0.7193 3.6682 3.2887 -0.0021 -0.0024 0.0061
C -2.8065 2.8543 2.2428 0.0282 -0.0217 0.0271
H -5.1268 -2.2382 -1.9533 0.0119 -0.0003 -0.0120
H -3.8977 0.3653 2.5280 -0.0137 -0.0251 -0.0289
H -2.7437 3.8276 1.7575 0.0138 0.0166 -0.0092
H -3.7160 1.8800 0.5497 -0.0389 0.0129 -0.0299
C -4.4587 -1.4984 -1.5125 0.0089 -0.0230 -0.0390
S -0.6523 -1.3125 0.6952 -0.1344 0.1308 -0.2165
C -0.8559 -0.7225 2.3317 0.0913 -0.0945 0.0094
N 1.1906 -1.3706 -2.0939 0.0803 -0.0060 0.0607
C 0.4254 -0.7379 4.5464 0.0316 0.0326 -0.0035
C -0.6278 -0.2187 5.4496 -0.0200 -0.0230 -0.0321
C 4.4748 -1.9920 -0.2667 -0.0177 0.0064 -0.0851
H 0.5562 1.4740 6.0202 -0.0052 -0.0037 0.0011
C 5.7929 -2.2557 -2.2728 -0.0048 -0.0013 -0.0121
H 3.3393 -2.7244 1.4169 0.0655 0.0103 -0.0119
H -3.4433 -1.8984 -1.5555 0.0121 0.0209 0.0455
H 0.8156 -1.6757 2.7875 0.0494 -0.0100 -0.0126
C 2.0589 0.9322 2.0764 0.0099 0.0105 -0.0551
C 0.5918 -2.4616 -2.5362 0.0772 -0.0191 0.0042
H 2.7304 2.6631 0.6360 0.0219 0.0166 0.0244
H -4.7449 -1.3819 -0.4666 -0.0222 -0.0081 0.0039
N 2.5889 0.9311 -1.4866 0.0927 0.0241 0.1292
C 6.8617 -1.6174 -1.6640 -0.0011 0.0128 0.0074
H 0.7386 2.7957 -1.2026 -0.0264 0.0006 0.0209
H 7.5880 -0.7119 0.1420 -0.0008 -0.0038 -0.0025
C -3.0273 0.4425 -4.1027 0.0043 -0.0023 -0.0549
H -0.0352 -3.9671 -1.1558 -0.0052 0.0352 0.0346
H -3.2527 1.0853 7.9427 0.0023 -0.0013 -0.0028
O 1.5794 -0.8695 4.8489 -0.0001 0.0306 -0.0196
S 1.1650 -2.9742 -4.0558 -0.0263 0.0269 -0.0223
C -0.4714 -3.2716 -1.8750 0.0524 0.0123 0.0783
H -1.9783 -1.8661 5.1177 0.0016 -0.0004 0.0029
C -4.5537 -0.1640 -2.2382 -0.0625 0.0451 0.0336
C -2.8667 1.7285 1.2187 -0.0113 -0.0106 -0.0335
H -3.9839 0.6015 -1.7140 0.0364 0.0100 0.0311
C -1.8382 2.5099 -3.3592 -0.0337 0.0000 0.0104
H -3.3192 -2.1183 -5.4634 -0.0015 0.0036 -0.0025
C 2.7761 -0.2628 1.8287 -0.0448 -0.0925 0.0331
H 3.0078 3.9329 -0.5624 -0.0043 -0.0021 -0.0009
C 6.7462 -1.1824 -0.3488 0.0010 0.0031 -0.0054
H -5.0500 -0.3292 -5.4636 -0.0019 0.0031 -0.0005
H -0.6277 4.1793 -2.7375 -0.0072 -0.0023 0.0056
C -4.9135 -0.9615 -4.5873 -0.0080 0.0148 0.0055
C -2.5164 0.7194 7.2396 -0.0062 -0.0010 0.0010
C -0.8435 3.1266 -2.6216 0.0358 0.0045 0.0034
N -0.2950 1.0518 -1.5865 -0.0428 0.0813 0.3145
C -0.0805 2.3626 -1.7585 -0.0603 -0.0038 -0.1028
C -1.3359 1.4251 7.0468 0.0087 -0.0006 -0.0024
H 5.5060 -1.0605 1.3821 -0.0187 0.0163 -0.0068
H 2.5088 -2.8142 -0.1313 -0.0447 -0.0095 0.0414
H 7.7914 -1.4808 -2.2002 -0.0022 -0.0004 0.0037
C -1.8105 -0.9340 5.6460 -0.0081 0.0118 -0.0260
C 0.4735 2.3513 1.5337 0.0539 0.0734 0.0192
S 4.5070 2.1853 -2.5532 0.0040 0.0209 -0.0036
H 2.9087 -1.5185 -4.9641 -0.0106 0.0019 0.0064
H -2.4099 3.0556 -4.0988 0.0073 0.0088 0.0039
C -2.7508 -0.4640 6.5495 -0.0009 0.0025 0.0040
C 2.1345 -0.9195 -3.0041 -0.1003 0.1300 -0.0425
C -2.0883 1.1579 -3.1583 -0.0081 0.0536 -0.0107
N 2.4738 -0.9397 0.7681 -0.0095 0.0184 0.0563
H -3.7020 2.8579 2.8671 -0.0015 0.0117 -0.0137
H 5.8888 -2.6289 -3.2849 -0.0026 0.0008 0.0047
H -4.9279 -2.7928 -5.7171 0.0050 0.0004 0.0008
H 4.3106 0.5065 -4.3204 -0.0007 -0.0005 0.0089
C 1.0206 2.7878 2.7446 -0.0089 0.0104 -0.0356
N 1.1055 1.2376 1.1301 -0.1465 -0.0353 0.0592
C 3.1731 -2.1982 0.4729 0.0065 0.0127 0.0409
```
Positions in Å, forces in eV/Å.